A structure of composition C42H40AsCl3GeN3OS4SiW. Source: the OMol25 dataset; level of theory: ωB97M-V/def2-TZVPD.

Structure (XYZ):
```
97
Properties=species:S:1:pos:R:3:lowdin_charge:R:1
W -0.0956 -0.5988 0.0584 0.935
C -0.5152 -3.1328 -3.6783 -0.002
C -0.4448 -2.7491 -2.2286 -0.267
N -0.2080 -1.5156 -1.8957 -0.168
N -0.0425 -0.6372 -2.9960 -0.061
C 0.7218 0.3692 -2.7629 -1.068
S 1.4843 0.8141 -1.2763 0.564
S 1.0194 1.5302 -4.0484 0.927
C 0.1244 0.8178 -5.4565 -0.415
C -1.3300 1.1923 -5.5240 -0.293
C -2.3262 0.2447 -5.3176 -0.054
C -3.6670 0.5940 -5.4125 -0.082
C -4.0263 1.8990 -5.7169 -0.103
C -3.0376 2.8536 -5.9192 -0.089
C -1.7014 2.5008 -5.8209 -0.055
C -0.5902 -3.8209 -1.2365 -0.124
C -0.7639 -5.1480 -1.6781 -0.027
C -0.8636 -6.2039 -0.8028 -0.078
C -0.7949 -5.9686 0.5692 -0.059
C -0.6175 -4.6907 1.0393 -0.001
C -0.5021 -3.6143 0.1509 -0.354
O -0.3030 -2.4305 0.7184 -0.507
H -0.6714 -2.2629 -4.3026 0.043
H -1.3131 -3.8499 -3.8445 0.083
H 0.4325 -3.5945 -3.9674 0.112
H 0.2573 -0.2620 -5.4293 0.072
H 0.6585 1.2079 -6.3242 0.081
H -2.0480 -0.7746 -5.0775 0.095
H -4.4302 -0.1562 -5.2503 0.106
H -5.0707 2.1712 -5.7978 0.103
H -3.3093 3.8735 -6.1593 0.103
H -0.9338 3.2504 -5.9769 0.114
H -0.8046 -5.3636 -2.7332 0.099
H -0.9933 -7.2081 -1.1821 0.103
H -0.8784 -6.7919 1.2672 0.109
H -0.5636 -4.4692 2.0966 0.105
S 2.2951 -2.0025 -0.6710 0.668
C 2.9495 -2.9289 0.6526 -0.663
C 3.7460 -4.0655 0.4818 -0.101
C 4.3591 -4.6520 1.5743 -0.082
C 4.2039 -4.1273 2.8558 -0.086
C 3.3903 -3.0209 3.0429 -0.105
C 2.7466 -2.4614 1.9478 -0.395
As 1.6627 -0.8900 1.9888 1.218
C 2.9403 0.5532 2.2161 -0.363
C 2.9549 1.3890 3.3257 -0.104
C 3.9037 2.3993 3.4198 -0.078
C 4.8379 2.5746 2.4118 -0.081
C 4.8339 1.7301 1.3103 -0.069
C 3.8914 0.7201 1.2100 -0.123
C 0.7151 -1.0600 3.6870 -0.356
C 0.0951 0.0272 4.3071 -0.161
C -0.6218 -0.1449 5.4809 -0.074
C -0.7366 -1.4045 6.0517 -0.087
C -0.1489 -2.4925 5.4297 -0.093
C 0.5643 -2.3239 4.2504 -0.137
H 3.9000 -4.4631 -0.5131 0.102
H 4.9826 -5.5248 1.4266 0.103
H 4.7118 -4.5755 3.6988 0.100
H 3.2655 -2.6018 4.0342 0.109
H 2.2458 1.2531 4.1292 0.084
H 3.9116 3.0473 4.2867 0.105
H 5.5735 3.3648 2.4871 0.103
H 5.5670 1.8576 0.5245 0.108
H 3.8893 0.0617 0.3497 0.061
H 0.1487 1.0191 3.8786 0.051
H -1.0970 0.7096 5.9449 0.110
H -1.2977 -1.5379 6.9672 0.106
H -0.2563 -3.4837 5.8510 0.108
H 0.9979 -3.1902 3.7697 0.090
C -2.1311 4.5912 2.5006 -0.173
Si -1.2808 4.8568 0.8549 0.516
C -2.0052 6.3505 -0.0149 -0.185
C 0.5646 5.1033 1.0665 -0.180
C -1.6285 3.3573 -0.2452 -0.222
C -2.4618 3.4172 -1.3500 -0.042
C -2.7337 2.2939 -2.1383 -0.021
C -2.1612 1.0979 -1.7974 -0.152
N -1.3431 1.0107 -0.7339 -0.224
C -1.0777 2.0936 0.0256 -0.768
S 0.0000 1.6668 1.2989 0.604
H -1.8985 5.3997 3.1971 0.033
H -1.8108 3.6494 2.9499 0.009
H -3.2148 4.5455 2.3794 0.034
H -1.7799 7.2531 0.5572 0.033
H -3.0907 6.2869 -0.1104 0.032
H -1.5806 6.4800 -1.0126 0.036
H 0.7573 6.1119 1.4404 0.032
H 1.0859 4.9912 0.1133 0.039
H 1.0031 4.3906 1.7650 0.004
H -2.9188 4.3627 -1.6202 0.101
H -3.3757 2.3439 -3.0054 0.097
H -2.3377 0.1926 -2.3561 0.083
Cl -3.1187 -1.6088 -0.2761 0.155
Ge -2.1726 -0.7028 1.5730 -0.187
Cl -2.6835 -2.2456 2.9873 0.198
Cl -3.5827 0.8793 2.0590 0.132
```

Calculated values
spin multiplicity: 2
ΔE to the lowest compared entry with this formula, charge and spin: 4.30 kcal/mol
charge: 0
orbital gap (alpha / beta): 6.696 / 6.726 eV